# C4H9NO2

C4H9NO2 as an isolated structure at a distorted geometry (wB97M-V/def2-TZVPD, OMol25).

Values from the calculation:
- 2S+1: 1
- Energy relative to the best compared isomer or geometry (same formula, charge and spin): 128.6 kcal/mol
- Frontier orbital gap: 8.9 eV
- Largest force on an atom: 6.3 eV Å⁻¹
- E: -9874.485 eV

```
16
Properties=species:S:1:pos:R:3:forces:R:3:nbo_charge:R:1
C 0.218 -2.001 -0.879 -1.2 -0.3 -3.1 -0.64
C -0.895 -1.066 -0.949 -4.5 -2.2 3.9 0.48
N -0.764 -0.065 0.141 -0.2 -1.1 -1.2 -0.65
C 0.594 0.296 0.568 -0.5 1.3 -1.0 -0.26
C 0.498 1.749 1.035 1.0 -0.5 1.8 -0.07
O 1.810 2.200 1.465 -0.8 0.0 -0.8 -0.72
O -1.966 -1.314 -1.508 1.0 1.7 -0.2 -0.55
H 0.313 -2.517 0.080 1.6 1.6 0.3 0.27
H 0.153 -2.760 -1.647 -0.3 0.0 -0.2 0.23
H 0.172 -0.996 -1.677 3.9 -0.9 0.5 0.33
H -1.241 -0.519 0.913 -0.5 0.4 -0.1 0.38
H 1.222 0.276 -0.326 0.3 -0.1 0.3 0.19
H 1.036 -0.319 1.355 0.0 0.0 -0.1 0.20
H 0.024 2.434 0.334 0.1 -0.2 -0.2 0.18
H -0.088 1.728 1.961 -0.1 0.3 -0.2 0.17
H 2.260 2.411 0.640 0.3 0.1 0.2 0.46
```
Forces are in eV/Å.



# C20H26N2O3S

One molecule with the formula C20H26N2O3S (wB97M-V/def2-TZVPD, OMol25).

Values from the calculation:
- 2S+1: 1
- Energy relative to the best compared isomer or geometry (same formula, charge and spin): 21.4 kcal/mol
- Frontier orbital gap: 8.1 eV
- Largest force on an atom: 0.7 eV Å⁻¹
- E: -41120.438 eV

```
52
Properties=species:S:1:pos:R:3:forces:R:3:nbo_charge:R:1
C -4.402 -0.546 1.071 0.1 0.2 -0.1 -0.62
C -3.739 0.800 0.770 -0.1 -0.1 0.1 0.02
C -4.196 1.793 1.835 0.2 -0.1 -0.2 -0.62
C -3.957 1.286 -0.680 0.0 0.1 -0.1 -0.23
C -3.053 2.519 -0.765 -0.2 0.1 0.0 -0.40
C -1.817 2.085 0.043 0.1 0.1 -0.2 -0.42
C -2.198 0.692 0.605 0.3 0.1 0.1 -0.19
C -1.391 0.247 1.796 0.5 -0.2 -0.4 -0.64
S 0.390 0.012 1.420 -0.6 0.0 0.4 2.31
O 0.716 0.737 0.225 -0.2 -0.2 0.0 -0.95
O 1.108 0.369 2.613 0.0 -0.2 0.3 -0.97
N 0.453 -1.640 1.262 0.0 0.6 -0.1 -0.88
C 1.560 -2.355 1.856 0.4 -0.2 0.3 -0.22
C 2.733 -2.576 0.888 -0.2 0.3 0.2 -0.43
C 3.057 -1.300 0.184 0.3 -0.1 0.2 -0.12
C 3.659 -0.197 0.716 0.1 -0.4 0.0 0.00
N 3.717 0.802 -0.215 0.1 0.4 0.1 -0.54
C 3.102 0.381 -1.356 -0.1 -0.4 -0.4 0.22
C 2.874 1.042 -2.555 0.0 0.1 0.0 -0.26
C 2.210 0.355 -3.548 0.0 0.2 0.0 -0.22
C 1.785 -0.962 -3.358 -0.1 -0.2 -0.1 -0.24
C 2.012 -1.625 -2.173 0.0 0.0 0.0 -0.19
C 2.681 -0.955 -1.150 0.2 0.4 -0.1 -0.10
C -2.118 -0.216 -0.609 -0.3 0.1 0.0 0.67
O -1.333 -1.102 -0.815 0.0 -0.2 -0.1 -0.57
C -3.269 0.197 -1.506 -0.2 -0.1 -0.3 -0.53
H -4.279 -0.797 2.122 0.0 -0.1 0.1 0.21
H -5.468 -0.490 0.862 -0.1 0.0 0.0 0.22
H -3.976 -1.356 0.486 0.0 -0.2 -0.1 0.21
H -3.985 1.398 2.827 0.0 0.0 0.1 0.21
H -5.270 1.944 1.753 -0.1 0.0 0.0 0.22
H -3.708 2.756 1.748 0.0 0.2 0.0 0.21
H -4.993 1.471 -0.961 -0.1 0.0 0.0 0.22
H -3.535 3.396 -0.334 0.0 0.0 0.0 0.21
H -2.803 2.759 -1.798 0.0 0.0 0.0 0.21
H -0.918 2.011 -0.565 -0.1 0.1 0.1 0.26
H -1.597 2.764 0.866 0.0 0.0 0.0 0.22
H -1.414 0.984 2.595 0.0 0.1 0.1 0.25
H -1.716 -0.719 2.172 -0.1 0.0 0.1 0.25
H 0.240 -1.896 0.308 -0.2 0.1 -0.1 0.43
H 1.880 -1.743 2.702 0.1 -0.3 0.0 0.23
H 1.188 -3.315 2.231 0.1 0.1 0.0 0.19
H 3.592 -2.941 1.454 0.0 -0.1 0.0 0.22
H 2.457 -3.335 0.153 0.1 -0.1 0.0 0.21
H 4.058 -0.053 1.701 0.0 0.1 0.2 0.21
H 4.008 1.745 -0.028 0.0 -0.1 0.0 0.41
H 3.194 2.064 -2.697 0.0 0.1 0.0 0.21
H 2.008 0.842 -4.491 0.0 0.0 -0.1 0.21
H 1.261 -1.464 -4.159 0.0 0.0 0.0 0.21
H 1.670 -2.641 -2.040 0.0 -0.1 0.0 0.20
H -3.911 -0.659 -1.710 0.1 -0.1 0.0 0.24
H -2.894 0.556 -2.464 0.0 0.0 0.0 0.24
```
Forces are in eV/Å.



# C29H25BaINO3S

C29H25BaINO3S as an isolated structure at a distorted geometry (wB97M-V/def2-TZVPD, OMol25).

Values from the calculation:
- 2S+1: 1
- Energy relative to the best compared isomer or geometry (same formula, charge and spin): 49.2 kcal/mol
- Frontier orbital gap: 6.3 eV
- Largest force on an atom: 6.4 eV Å⁻¹
- E: -57743.148 eV
- Charge: -1

```
61
Properties=species:S:1:pos:R:3:forces:R:3:lowdin_charge:R:1
Ba -0.422 0.493 -1.307 -2.9 5.6 -1.3 1.98
O 1.413 -0.580 -1.974 2.2 -1.2 -1.0 -0.32
C 0.895 -1.620 -1.503 1.4 -2.5 -0.3 -0.82
O -0.327 -1.878 -1.522 0.1 -1.3 -0.1 -0.17
C 1.859 -2.582 -0.859 0.1 0.2 0.1 -0.16
C 2.059 -3.852 -1.377 -0.1 0.0 0.0 -0.03
C 3.066 -4.662 -0.874 0.0 0.0 0.0 -0.10
C 3.871 -4.194 0.158 0.0 0.0 0.0 -0.11
C 3.645 -2.942 0.708 -0.1 0.0 0.0 -0.12
C 2.627 -2.122 0.215 0.0 -0.1 0.0 -0.53
S 2.271 -0.585 0.996 0.0 0.0 0.1 0.91
H 1.429 -4.186 -2.193 0.0 0.0 0.0 0.12
H 3.238 -5.646 -1.291 0.0 0.0 0.0 0.09
H 4.668 -4.818 0.545 0.0 0.0 0.0 0.09
H 4.242 -2.583 1.537 0.0 0.0 0.0 0.10
I -3.329 2.856 -1.980 0.2 -0.2 -0.5 0.84
C -3.077 2.628 -4.099 -0.3 0.2 0.3 -0.60
C -3.898 3.429 -4.843 -0.1 0.0 0.1 -0.20
C -3.888 3.329 -6.247 0.1 -0.1 -0.1 -0.11
C -3.061 2.423 -6.845 0.0 0.0 0.0 -0.06
C -2.196 1.606 -6.077 0.0 0.1 0.1 -0.19
C -1.345 0.683 -6.726 0.1 -0.1 0.0 -0.08
C -0.492 -0.092 -5.993 0.0 0.0 -0.1 -0.10
C -0.450 0.036 -4.588 -0.1 0.1 0.1 -0.18
C -1.259 0.898 -3.866 -0.7 0.3 -0.5 -0.28
C -2.159 1.693 -4.643 0.1 -0.2 -0.5 -0.28
H -4.566 4.132 -4.365 0.0 0.0 0.0 0.07
H -4.544 3.960 -6.834 0.0 0.0 0.0 0.09
H -3.048 2.306 -7.924 0.0 0.0 0.0 0.10
H -1.387 0.613 -7.808 0.0 0.0 0.0 0.10
H 0.166 -0.799 -6.489 0.0 0.0 0.0 0.09
H 0.271 -0.583 -4.057 0.0 0.0 -0.1 0.06
C -2.052 4.389 1.573 -0.1 0.0 0.0 -0.07
C -1.003 4.220 0.583 0.2 0.0 -0.1 -0.33
N -0.180 4.073 -0.202 0.1 0.0 0.0 0.15
H -1.637 4.247 2.569 0.0 0.0 0.0 0.07
H -2.827 3.644 1.399 0.0 0.0 0.0 0.08
H -2.484 5.385 1.492 0.0 0.0 0.0 0.08
C 1.357 -0.234 7.219 0.0 0.0 -0.1 -0.06
C 1.001 -0.389 5.764 0.0 0.0 0.0 -0.28
C 0.595 0.689 4.998 0.0 0.0 0.0 -0.02
C 0.295 0.566 3.642 0.0 0.0 -0.1 -0.20
C -0.159 1.813 2.922 0.1 -0.1 0.0 -0.06
C 0.426 -0.681 3.012 -0.3 0.2 0.1 -0.17
C 0.231 -0.844 1.514 0.7 -0.3 0.5 -0.53
O -0.521 -0.037 0.842 -0.5 -0.7 3.3 -0.57
C 0.775 -1.795 3.796 -0.1 0.0 0.0 -0.22
C 0.817 -3.188 3.225 0.0 0.1 -0.1 -0.03
C 1.061 -1.630 5.142 0.0 0.0 0.0 -0.02
H 1.093 0.761 7.578 0.0 0.0 0.1 0.07
H 2.430 -0.374 7.370 0.0 0.0 0.0 0.08
H 0.839 -0.978 7.827 0.0 0.0 0.1 0.07
H 0.515 1.669 5.458 0.0 0.0 0.0 0.11
H -0.282 2.620 3.648 0.1 0.0 0.0 0.07
H -1.103 1.638 2.410 0.0 0.0 0.0 0.07
H 0.563 2.123 2.165 0.0 0.0 0.0 0.08
H 0.163 -1.902 1.222 0.0 0.1 0.1 0.10
H 1.533 -3.267 2.411 0.1 0.0 -0.1 0.06
H -0.160 -3.471 2.825 0.0 -0.1 0.0 0.09
H 1.098 -3.904 3.997 0.0 0.0 0.0 0.07
H 1.344 -2.503 5.724 0.0 0.0 0.0 0.11
```
Forces are in eV/Å.



# C3H8BrCuO3S

C3H8BrCuO3S as an isolated structure at a distorted geometry (wB97M-V/def2-TZVPD, OMol25).

Values from the calculation:
- 2S+1: 2
- Energy relative to the best compared isomer or geometry (same formula, charge and spin): 52.5 kcal/mol
- Frontier orbital gap (alpha / beta): 6.5 / 4.3 eV
- Largest force on an atom: 3.1 eV Å⁻¹
- E: -134889.439 eV
- ⟨S²⟩: 0.7528
- Charge: +1

```
17
Properties=species:S:1:pos:R:3:forces:R:3:mulliken_spin:R:1
Cu 4.956 2.522 0.830 -0.3 0.0 -0.9 0.00
Br 3.939 2.726 -1.784 0.4 -0.1 0.8 1.00
O 1.262 -0.745 -0.392 -0.3 1.5 -1.1 0.00
S 0.270 -0.058 -1.217 -1.6 -1.9 1.0 0.00
O 0.237 -0.264 -2.668 0.0 1.0 3.0 0.00
O -1.188 -0.659 -0.606 1.6 1.6 -2.1 0.00
C -1.419 -0.807 0.791 0.6 0.4 0.7 0.00
C -1.369 -2.221 1.206 -0.6 -1.3 -0.1 0.00
C 0.185 1.761 -0.693 0.0 -1.5 -0.8 0.01
H -2.435 -0.470 0.995 0.1 0.4 -0.3 0.00
H -0.737 -0.258 1.440 0.2 0.5 -0.4 0.00
H -2.149 -2.710 0.621 -0.2 -0.4 0.4 0.00
H -1.609 -2.218 2.269 -0.2 -0.4 0.0 0.00
H -0.470 -2.816 1.048 0.3 0.6 -0.1 0.00
H -0.682 2.223 -1.165 0.1 -0.2 -0.1 0.00
H 1.119 2.181 -1.066 -0.2 0.1 0.1 -0.01
H 0.089 1.813 0.392 0.2 -0.2 -0.1 0.00
```
Forces are in eV/Å.



# C5H6O3

C5H6O3 as an isolated structure at a distorted geometry (wB97M-V/def2-TZVPD, OMol25).

Values from the calculation:
- 2S+1: 1
- Energy relative to the best compared isomer or geometry (same formula, charge and spin): 142.2 kcal/mol
- Frontier orbital gap: 9.4 eV
- Largest force on an atom: 6.5 eV Å⁻¹
- E: -11418.245 eV

```
14
Properties=species:S:1:pos:R:3:forces:R:3:nbo_charge:R:1
C 2.067 -0.051 0.082 5.6 0.7 -1.1 0.20
C 0.166 0.576 -0.364 -5.4 3.5 0.3 0.21
C 0.040 -0.730 -0.293 -0.4 0.0 0.2 0.14
C -1.476 -1.258 -0.106 1.6 2.4 -0.6 -0.11
C -1.276 1.285 0.074 1.2 -1.0 0.4 -0.10
H 2.441 -0.339 -0.889 0.9 1.0 -1.0 0.13
H 3.063 0.112 0.735 -2.8 -0.6 -0.7 0.19
H -1.227 -1.781 0.857 -1.7 -0.5 -1.0 0.22
H -2.067 -1.748 -1.134 2.0 1.2 3.6 0.25
H -0.897 1.938 1.178 -1.7 -2.0 -3.4 0.20
H -1.939 1.842 -0.681 1.8 0.0 1.3 0.22
O 1.342 1.185 -0.090 -0.6 -2.0 1.0 -0.47
O -2.203 0.102 0.257 2.6 -1.2 -0.6 -0.58
O 1.298 -1.157 0.280 -3.0 -1.6 1.6 -0.49
```
Forces are in eV/Å.



# C5H14O

A 2-piece molecular cluster, C5H14O overall (wB97M-V/def2-TZVPD, OMol25).

Values from the calculation:
- 2S+1: 1
- Energy relative to the best compared isomer or geometry (same formula, charge and spin): 16.5 kcal/mol
- Frontier orbital gap: 11.4 eV
- Largest force on an atom: 0.9 eV Å⁻¹
- E: -7459.070 eV

```
20
Properties=species:S:1:pos:R:3:forces:R:3:nbo_charge:R:1
C -0.645 -1.218 1.556 0.6 -0.1 0.0 -0.61
C -0.705 -1.421 0.053 0.0 -0.5 -0.3 -0.41
C 0.029 -2.677 -0.444 -0.3 0.4 0.2 -0.60
H -1.151 -2.015 2.096 -0.2 -0.1 0.0 0.20
H -1.073 -0.263 1.860 0.0 0.0 0.0 0.20
H 0.402 -1.258 1.889 -0.2 0.2 0.0 0.20
H -0.227 -0.593 -0.473 -0.4 0.1 0.1 0.23
H -1.751 -1.494 -0.275 0.2 0.2 0.1 0.19
H -0.249 -2.829 -1.485 0.1 -0.2 -0.1 0.21
H 1.101 -2.502 -0.402 0.2 -0.2 0.1 0.20
H -0.226 -3.570 0.132 0.0 0.0 0.0 0.20
C 0.890 2.352 0.373 0.3 0.3 0.2 -0.65
C -0.009 2.325 -0.854 0.0 -0.9 0.0 -0.07
O 0.318 1.195 -1.702 0.1 0.8 -0.1 -0.73
H 1.364 1.380 0.456 0.1 -0.1 0.1 0.23
H 1.671 3.112 0.311 0.1 -0.1 -0.1 0.20
H 0.357 2.543 1.305 -0.2 0.0 -0.1 0.21
H 0.067 3.226 -1.453 -0.2 0.3 0.1 0.17
H -1.037 2.156 -0.543 -0.2 0.2 -0.1 0.18
H 0.875 1.553 -2.400 0.0 -0.3 0.0 0.47
```
Forces are in eV/Å.



What did the fifth record say?
# C5H6O3

C5H6O3 as an isolated structure at a distorted geometry (wB97M-V/def2-TZVPD, OMol25).

Values from the calculation:
- 2S+1: 1
- Energy relative to the best compared isomer or geometry (same formula, charge and spin): 142.2 kcal/mol
- Frontier orbital gap: 9.4 eV
- Largest force on an atom: 6.5 eV Å⁻¹
- E: -11418.245 eV

```
14
Properties=species:S:1:pos:R:3:forces:R:3:nbo_charge:R:1
C 2.067 -0.051 0.082 5.6 0.7 -1.1 0.20
C 0.166 0.576 -0.364 -5.4 3.5 0.3 0.21
C 0.040 -0.730 -0.293 -0.4 0.0 0.2 0.14
C -1.476 -1.258 -0.106 1.6 2.4 -0.6 -0.11
C -1.276 1.285 0.074 1.2 -1.0 0.4 -0.10
H 2.441 -0.339 -0.889 0.9 1.0 -1.0 0.13
H 3.063 0.112 0.735 -2.8 -0.6 -0.7 0.19
H -1.227 -1.781 0.857 -1.7 -0.5 -1.0 0.22
H -2.067 -1.748 -1.134 2.0 1.2 3.6 0.25
H -0.897 1.938 1.178 -1.7 -2.0 -3.4 0.20
H -1.939 1.842 -0.681 1.8 0.0 1.3 0.22
O 1.342 1.185 -0.090 -0.6 -2.0 1.0 -0.47
O -2.203 0.102 0.257 2.6 -1.2 -0.6 -0.58
O 1.298 -1.157 0.280 -3.0 -1.6 1.6 -0.49
```
Forces are in eV/Å.